2 unconnected molecules or ions with the total composition C4H6N2O, computed with wB97M-V/def2-TZVPD.

Calculated values
**Structure (SMILES)**: N=C=CN.C=C=O
**Energy relative to the best compared isomer or geometry (same formula, charge and spin)**: 346.6 kJ/mol
**Kohn-Sham gap**: 8.922 eV
**Energy**: -9269.9094 eV

Element x y z (Å)
N (1.126159, 1.215584, -1.654321)
C (0.394717, 1.307842, -0.680854)
C (-0.380447, 1.373113, 0.377369)
N (-0.066519, 0.857392, 1.644472)
H (1.727755, 2.005373, -1.884634)
H (-1.429709, 1.584491, 0.216052)
H (0.921938, 0.642818, 1.729623)
H (-0.578033, -0.093162, 1.740372)
C (-0.131665, -1.883680, 0.210394)
C (-0.673520, -1.413414, -0.887346)
O (-1.256826, -1.086221, -1.836409)
H (-0.588133, -2.723500, 0.703065)
H (0.934282, -1.786636, 0.322218)

Forces on atoms 1 to 3 (eV/Å):
N 0.2 -0.2 -0.4
C 0.1 0.5 0.3
C -0.4 -0.5 -0.9

Here are the Mulliken charges for atoms 1 to 2, given in e:
1 N -0.5147
2 C 0.3721